[1]
C6H11N | ωB97M-V/def2-TZVPD

Element x y z (Å)
C1 0.112 2.696 -0.116
C2 0.601 1.254 0.006
C3 -0.539 0.246 -0.136
C4 -0.145 -1.209 -0.050
C5 -1.228 -2.250 -0.163
C6 1.099 -1.568 0.104
N1 2.269 -1.913 0.310
H1 0.939 3.406 -0.006
H2 -0.354 2.875 -1.091
H3 -0.631 2.929 0.656
H4 1.361 1.053 -0.760
H5 1.096 1.115 0.976
H6 -1.299 0.443 0.634
H7 -1.042 0.399 -1.101
H8 2.314 -1.939 1.324
H9 -1.976 -2.116 0.629
H10 -1.744 -2.154 -1.125
H11 -0.832 -3.268 -0.090

Output
ΔE to the lowest compared entry with this formula, charge and spin (kJ/mol): 117.6
Multiplicity: 1
Lowest unoccupied orbital energy (hartree): 0.036
HOMO (eV): -8.588
HOMO-LUMO gap (eV): 9.6
Molar mass (g/mol): 97.2



[2]
C6H11N | ωB97M-V/def2-TZVPD

Element x y z (Å)
C1 0.313 1.931 -0.982
N1 -0.721 1.579 -0.012
C2 -1.208 0.295 0.190
C3 -2.495 0.080 0.512
C4 1.867 -2.030 0.387
C5 0.969 -0.824 0.502
C6 -0.237 -0.818 -0.054
H1 0.249 1.382 -1.922
H2 1.296 1.685 -0.570
H3 0.271 2.999 -1.141
H4 -1.367 2.321 0.158
H5 -2.774 -0.896 0.890
H6 -3.242 0.858 0.565
H7 1.384 -2.744 -0.273
H8 2.877 -1.795 0.019
H9 2.160 -2.468 1.343
H10 1.311 0.014 1.095
H11 -0.654 -1.568 -0.709

Output
ΔE to the lowest compared entry with this formula, charge and spin (kJ/mol): 149.6
Multiplicity: 1
Lowest unoccupied orbital energy (hartree): 0.040
HOMO (eV): -7.686
HOMO-LUMO gap (eV): 8.8
Molar mass (g/mol): 97.2



[3]
C6H11N | ωB97M-V/def2-TZVPD

Element x y z (Å)
C1 -0.232 2.767 -1.982
C2 -1.007 -2.410 -0.174
C3 0.854 -0.915 2.342
C4 -1.302 -1.032 -0.460
C5 1.250 -0.009 1.283
C6 1.591 0.758 0.430
N1 -1.553 0.062 -0.696
H1 -1.069 3.393 -2.257
H2 0.106 2.207 -2.856
H3 0.577 3.394 -1.617
H4 -1.435 -2.689 0.786
H5 0.072 -2.552 -0.154
H6 -1.439 -3.034 -0.955
H7 -0.236 -0.933 2.422
H8 1.226 -1.922 2.149
H9 1.272 -0.573 3.285
H10 -0.544 2.074 -1.214
H11 1.869 1.413 -0.333

Output
ΔE to the lowest compared entry with this formula, charge and spin (kJ/mol): 238.2
Multiplicity: 1
Lowest unoccupied orbital energy (hartree): 0.026
HOMO (eV): -9.915
HOMO-LUMO gap (eV): 10.6
Molar mass (g/mol): 97.2



[4]
C6H11N | ωB97M-V/def2-TZVPD

Element x y z (Å)
C1 -0.786 0.052 1.841
N1 -1.705 -0.522 2.780
C2 0.401 -0.122 -1.084
C3 -0.448 0.790 -1.604
C4 -1.827 0.644 -2.280
C5 2.428 0.041 0.301
C6 1.519 -0.772 -0.593
H1 -0.527 1.154 2.102
H2 0.228 -0.472 1.682
H3 -1.031 -0.031 0.804
H4 -1.520 -1.486 2.741
H5 1.900 0.192 1.142
H6 -2.134 -0.420 -2.224
H7 -2.544 1.303 -1.826
H8 -1.819 0.854 -3.356
H9 3.334 -0.471 0.542
H10 2.651 1.093 -0.165
H11 1.879 -1.827 -0.807

Output
Charge: +1
ΔE to the lowest compared entry with this formula, charge and spin (kJ/mol): 620.1
Multiplicity: 2
Lowest unoccupied orbital energy (spin up / spin down) (hartree): -0.272 / -0.272
HOMO (spin up / spin down) (eV): -13.288 / -13.586
HOMO-LUMO gap (spin up / spin down) (eV): 5.9 / 6.2
Molar mass (g/mol): 97.2



[5]
C6H11N | ωB97M-V/def2-TZVPD

Element x y z (Å)
C1 -1.661 -1.038 -0.218
C2 -1.296 0.306 -0.888
C3 -0.549 1.161 0.198
C4 0.488 0.527 1.068
C5 1.800 0.636 0.593
N1 2.271 0.266 -0.636
C6 1.849 -0.961 -0.330
H1 -1.707 -1.860 -0.929
H2 -2.591 -0.949 0.334
H3 -0.888 -1.360 0.479
H4 -2.136 0.951 -1.138
H5 -0.625 0.178 -1.740
H6 -1.393 1.439 0.838
H7 -0.160 2.089 -0.229
H8 0.495 0.728 2.137
H9 2.561 1.049 1.260
H10 1.039 -1.444 -0.899
H11 2.503 -1.720 0.102

Output
Charge: +1
ΔE to the lowest compared entry with this formula, charge and spin (kJ/mol): 442.8
Multiplicity: 2
Lowest unoccupied orbital energy (spin up / spin down) (hartree): -0.231 / -0.261
HOMO (spin up / spin down) (eV): -14.906 / -15.146
HOMO-LUMO gap (spin up / spin down) (eV): 8.6 / 8.0
Molar mass (g/mol): 97.2



[6]
C6H11N | ωB97M-V/def2-TZVPD

Element x y z (Å)
C1 2.919 0.739 -0.056
C2 1.591 1.159 -0.313
N1 0.665 1.309 0.770
C3 -0.737 0.938 0.762
C4 -2.150 -2.301 -0.799
C5 -1.317 -0.983 -0.752
C6 -0.808 -0.557 0.391
H1 3.479 1.242 0.740
H2 3.340 0.298 -0.891
H3 1.164 1.371 -1.322
H4 1.099 0.651 1.453
H5 -1.198 1.622 0.056
H6 -1.096 1.170 1.884
H7 -1.922 -2.469 0.308
H8 -1.748 -2.996 -1.490
H9 -3.270 -2.252 -1.126
H10 -1.096 -0.535 -1.681
H11 -0.394 -1.235 1.277

Output
Charge: +1
ΔE to the lowest compared entry with this formula, charge and spin (kJ/mol): 382.0
Multiplicity: 2
Lowest unoccupied orbital energy (spin up / spin down) (hartree): -0.169 / -0.266
HOMO (spin up / spin down) (eV): -13.185 / -13.041
HOMO-LUMO gap (spin up / spin down) (eV): 8.6 / 5.8
Molar mass (g/mol): 97.2



Copy entry 3 word for word.
C6H11N | ωB97M-V/def2-TZVPD

Element x y z (Å)
C1 -0.232 2.767 -1.982
C2 -1.007 -2.410 -0.174
C3 0.854 -0.915 2.342
C4 -1.302 -1.032 -0.460
C5 1.250 -0.009 1.283
C6 1.591 0.758 0.430
N1 -1.553 0.062 -0.696
H1 -1.069 3.393 -2.257
H2 0.106 2.207 -2.856
H3 0.577 3.394 -1.617
H4 -1.435 -2.689 0.786
H5 0.072 -2.552 -0.154
H6 -1.439 -3.034 -0.955
H7 -0.236 -0.933 2.422
H8 1.226 -1.922 2.149
H9 1.272 -0.573 3.285
H10 -0.544 2.074 -1.214
H11 1.869 1.413 -0.333

Output
ΔE to the lowest compared entry with this formula, charge and spin (kJ/mol): 238.2
Multiplicity: 1
Lowest unoccupied orbital energy (hartree): 0.026
HOMO (eV): -9.915
HOMO-LUMO gap (eV): 10.6
Molar mass (g/mol): 97.2